Here is a 2-piece molecular cluster, C12H17O2 overall in a non-equilibrium geometry from the Open Molecules 2025 dataset. Energies are from the ωB97M-V functional and the def2-TZVPD basis.

Results
Energy relative to the best compared isomer or geometry (same formula, charge and spin)   97.2 kJ/mol
F_max   1.9 eV/Å
HOMO-LUMO gap (spin up / spin down)   8.25 / 7.09 eV
LUMO level (spin up / spin down)   -0.1340 / -0.1822 Ha
DFT total energy   -16803.9111 eV

Structure (ORCA input):
```
! RIJCOSX wB97M-V def2-TZVPD def2/J DEFGRID3
* xyz 1 1
C -4.35413 0.85864 -1.45268
C -3.25514 1.48834 -0.86743
C -4.47378 -0.52649 -1.41348
C -2.28533 0.74484 -0.24573
C -3.49361 -1.29282 -0.82858
C -2.38142 -0.67581 -0.18957
C 3.35499 0.91010 1.30374
C 1.94416 0.84243 1.88360
C 3.26748 0.80639 -0.21563
C 1.26174 -0.44435 1.44986
C 2.52678 -0.45587 -0.62031
C 0.44120 -1.55350 -0.48383
O -1.53851 -1.38728 0.46364
O 1.18131 -0.47048 -0.00989
H -5.10775 1.45412 -1.94441
H -3.17051 2.56377 -0.90907
H -5.33288 -1.00330 -1.86000
H -1.42058 1.21792 0.19791
H -3.57293 -2.36788 -0.77277
H 3.82905 1.84950 1.58259
H 3.96449 0.09770 1.70255
H 1.97201 0.86794 2.97226
H 1.36449 1.70113 1.54145
H 2.75488 1.68026 -0.62054
H 4.26176 0.76380 -0.66154
H 1.81437 -1.32327 1.79789
H 0.22641 -0.50930 1.79588
H 2.36824 -0.48998 -1.70062
H 3.06500 -1.35549 -0.30288
H 0.13423 -1.46010 -1.51165
H 0.65396 -2.53096 -0.08077
*
```

These are the natural (NBO) partial charges, in e, on atoms 1 to 4:
1 C -0.13
2 C -0.20
3 C -0.22
4 C -0.22

Here is C35H45AsN7O2S3Sn as an isolated structure from the Open Molecules 2025 dataset. Energies are from the ωB97M-V functional and the def2-TZVPD basis.

Results
Energy relative to the best compared isomer or geometry (same formula, charge and spin)   429.8 kJ/mol
F_max   0.6 eV/Å
HOMO-LUMO gap   5.40 eV
LUMO level   -0.1075 Ha
DFT total energy   -150716.3493 eV

Structure (ORCA input):
```
! RIJCOSX wB97M-V def2-TZVPD def2/J DEFGRID3
* xyz 1 1
Sn -0.04290 -0.38759 -0.63369
C 0.59747 -5.37626 4.35304
C 0.81756 -4.15051 3.49235
C 2.07539 -3.65424 3.40497
C 2.55880 -2.57393 2.56866
C 3.80848 -2.08294 2.42237
N 4.01504 -0.98584 1.63474
C 5.24851 -0.53118 1.03107
C 4.91571 0.55166 0.00535
C 4.02071 0.07165 -1.15278
N 4.36827 0.79094 -2.39713
C 3.81786 1.78111 -3.04103
C 2.54259 2.40939 -3.05002
C 2.54783 3.70571 -3.64009
C 1.42556 4.46448 -3.77544
C 1.43460 5.84608 -4.38018
C 0.21900 3.88251 -3.32838
C 0.11871 2.63940 -2.76708
C -1.24133 2.24001 -2.34192
N -1.55588 1.32663 -1.52380
C -2.97486 1.13639 -1.17896
C -3.41229 -0.34393 -1.12353
C -3.47588 -0.97291 0.27158
N -2.15223 -1.25629 0.80516
C -1.99392 -2.20586 1.63572
C -0.69482 -2.48957 2.28170
C -0.43176 -3.67548 2.84524
C 0.38253 -1.47857 2.29425
O 0.04161 -0.18148 1.85694
C 1.29935 1.80638 -2.64627
O 1.24129 0.59294 -2.30013
H 1.49883 -5.64619 4.90080
H 0.31045 -6.23170 3.73537
H -0.20635 -5.21939 5.07640
H 2.82963 -4.14897 4.01285
H 4.67365 -2.55368 2.88010
H 3.19465 -0.40693 1.49742
H 5.76417 -1.36504 0.54342
H 5.93823 -0.10892 1.76851
H 5.85201 0.95596 -0.38761
H 4.40562 1.36888 0.52118
H 2.97260 0.23995 -0.95687
H 4.16834 -0.99362 -1.33411
H 5.29784 0.57275 -2.72909
H 4.51857 2.22936 -3.74294
H 3.49568 4.10832 -3.98756
H 2.44349 6.14262 -4.66461
H 1.05527 6.59073 -3.67760
H 0.80840 5.89268 -5.27387
H -0.69705 4.45891 -3.44415
H -2.03894 2.85580 -2.77436
H -3.59623 1.67691 -1.89675
H -3.13452 1.59440 -0.19863
H -2.76300 -0.94102 -1.77104
H -4.41118 -0.41116 -1.55540
H -4.11597 -1.86126 0.25334
H -3.95192 -0.25271 0.94376
H -2.83826 -2.84873 1.91510
H -1.25000 -4.39331 2.87667
C 0.11963 -0.12150 5.91267
S -0.84207 -0.17124 4.39170
C 0.58754 -0.36452 3.28412
S 1.26740 1.48054 0.89022
N 1.59660 -1.97406 1.72037
N 1.50295 -2.30098 0.41986
C 2.38594 -2.98706 -0.18597
C 2.30780 -3.12997 -1.65022
C 3.25588 -3.90367 -2.30868
C 3.19930 -4.00026 -3.68860
C 2.20840 -3.31355 -4.36929
C 1.31183 -2.55637 -3.62680
N 1.35042 -2.46089 -2.30077
H -0.57076 0.05431 6.73817
H 0.62963 -1.07005 6.07186
H 0.85815 0.67931 5.86429
H 3.21184 -3.45777 0.34454
H 4.01366 -4.43074 -1.74097
H 3.91954 -4.60496 -4.22438
H 2.12907 -3.35552 -5.44718
H 0.52293 -2.00043 -4.12240
C -0.86082 3.76253 2.19005
As 1.00800 4.12397 2.09169
C 1.82140 3.31363 3.61443
C 1.25930 6.01548 2.23335
S 1.82399 3.44061 0.21594
H -1.22391 4.16620 3.13387
H -0.99140 2.68195 2.16643
H -1.36585 4.23513 1.35214
H 1.29867 3.69282 4.49175
H 2.87099 3.59612 3.64336
H 1.71794 2.22792 3.54577
H 0.81927 6.36038 3.16640
H 0.78005 6.50776 1.39148
H 2.32492 6.22980 2.22610
*
```

These are the Löwdin partial charges, in e, on atoms 1 to 4:
1 Sn 1.36
2 C -0.07
3 C -0.23
4 C 0.02

Here is one molecule with the formula C4HBr3O2 in a non-equilibrium geometry from the Open Molecules 2025 dataset. Energies are from the ωB97M-V functional and the def2-TZVPD basis.

Results
Energy relative to the best compared isomer or geometry (same formula, charge and spin)   290.4 kJ/mol
F_max   3.2 eV/Å
HOMO-LUMO gap (spin up / spin down)   7.73 / 7.24 eV
LUMO level (spin up / spin down)   -0.0490 / -0.0610 Ha
DFT total energy   -218382.2368 eV

Structure (ORCA input):
```
! RIJCOSX wB97M-V def2-TZVPD def2/J DEFGRID3
* xyz 0 1
C 1.14938 0.22041 -0.08151
C 0.72170 -0.88395 -0.57922
C 0.20916 1.26905 0.23005
C -1.61447 -0.24857 -0.12209
O 0.37731 2.37385 0.64277
O -1.14243 0.96141 -0.00061
Br 3.08843 0.53353 0.34411
Br 1.32094 -2.52671 -1.02601
Br -1.64124 -1.29656 1.50999
H -2.46878 -0.40245 -0.91750
*
```

These are the natural (NBO) partial charges, in e, on atoms 1 to 4:
1 C -0.34
2 C -0.12
3 C 0.74
4 C 0.15

Here is one molecule with the formula C2H4BrF2N in a non-equilibrium geometry from the Open Molecules 2025 dataset. Energies are from the ωB97M-V functional and the def2-TZVPD basis.

Results
Energy relative to the best compared isomer or geometry (same formula, charge and spin)   178.0 kJ/mol
F_max   5.5 eV/Å
SMILES string   FC(F)CNBr
HOMO-LUMO gap   9.28 eV
LUMO level   0.0141 Ha
DFT total energy   -79104.0014 eV

Structure (ORCA input):
```
! RIJCOSX wB97M-V def2-TZVPD def2/J DEFGRID3
* xyz 0 1
F -1.58101 1.51488 -0.00953
C -0.35046 1.32070 -0.52139
F -0.43097 1.57070 -1.78652
C 0.17717 -0.45736 -0.28131
N -0.04594 -0.71418 1.07350
Br 1.32123 -1.39984 2.13106
H 0.43306 1.88214 0.07776
H -0.10037 -1.16714 -1.00886
H 1.19458 -0.05136 -0.37829
H -0.87172 -1.24522 1.32337
*
```

These are the natural (NBO) partial charges, in e, on atoms 1 to 4:
1 F -0.35
2 C 0.59
3 F -0.32
4 C -0.28

Here is a 2-piece molecular cluster, C5H5NO overall in a non-equilibrium geometry from the Open Molecules 2025 dataset. Energies are from the ωB97M-V functional and the def2-TZVPD basis.

Results
Energy relative to the best compared isomer or geometry (same formula, charge and spin)   637.9 kJ/mol
F_max   1.2 eV/Å
HOMO-LUMO gap   8.64 eV
LUMO level   -0.0094 Ha
DFT total energy   -8796.8081 eV

Structure (ORCA input):
```
! RIJCOSX wB97M-V def2-TZVPD def2/J DEFGRID3
* xyz 0 1
O 0.12446 -1.74753 1.05461
C 0.02979 -1.31200 -0.07882
C -0.13862 -2.01343 -1.38024
C -0.46792 -1.80691 -2.53160
C -0.14513 -0.00708 -0.63229
C 0.05337 2.03507 1.67832
N 0.54625 1.00688 1.12014
H -0.83149 -1.68276 -3.52660
H 0.66578 0.34334 -1.25865
H -0.40313 2.00846 2.67395
H 0.03523 2.99082 1.15366
H 0.53141 0.18512 1.72753
*
```

These are the natural (NBO) partial charges, in e, on atoms 1 to 4:
1 O -0.58
2 C 0.35
3 C -0.10
4 C -0.13

Here is an isolated ion of composition C2H8N4O and charge +2 in a non-equilibrium geometry from the Open Molecules 2025 dataset. Energies are from the ωB97M-V functional and the def2-TZVPD basis.

Results
Energy relative to the best compared isomer or geometry (same formula, charge and spin)   220.4 kJ/mol
F_max   5.2 eV/Å
SMILES string   [NH3+][C@@H]1N=N[C@H]([NH3+])O1
HOMO-LUMO gap   10.50 eV
LUMO level   -0.3384 Ha
DFT total energy   -10190.5075 eV

Structure (ORCA input):
```
! RIJCOSX wB97M-V def2-TZVPD def2/J DEFGRID3
* xyz 2 1
N 2.26666 0.28818 -0.47241
C 1.12376 -0.22424 0.45423
N 0.65269 -1.55172 0.05328
N -0.54637 -1.59042 -0.08107
C -1.20443 -0.41500 0.34797
N -2.20137 0.50856 -0.36554
O 0.03157 0.54529 0.60060
H 1.83603 1.08244 -0.85891
H 2.36488 -0.52204 -1.08618
H 3.07981 0.62442 0.01380
H 1.55098 -0.30086 1.40343
H -1.55020 -0.59130 1.41486
H -1.67549 1.00393 -1.14436
H -2.58535 1.12138 0.31216
H -3.14318 0.02138 -0.59186
*
```

These are the natural (NBO) partial charges, in e, on atoms 1 to 4:
1 N -0.68
2 C 0.30
3 N -0.03
4 N -0.06

Here is one molecule with the formula C5H11NO in a non-equilibrium geometry from the Open Molecules 2025 dataset. Energies are from the ωB97M-V functional and the def2-TZVPD basis.

Results
Energy relative to the best compared isomer or geometry (same formula, charge and spin)   280.2 kJ/mol
F_max   3.8 eV/Å
SMILES string   CCN(C=O)CC
HOMO-LUMO gap   10.03 eV
LUMO level   0.0374 Ha
DFT total energy   -8898.7937 eV

Structure (ORCA input):
```
! RIJCOSX wB97M-V def2-TZVPD def2/J DEFGRID3
* xyz 0 1
C 2.30052 -0.50027 -0.48545
C 0.83529 -0.47532 -0.98686
N -0.00555 -0.14495 0.16272
C 0.17093 -1.18712 1.11460
O 0.58333 -0.97831 2.18569
C -1.36010 0.44465 -0.16901
C -2.04514 1.50071 0.71849
H 2.24436 0.29050 0.33924
H 2.49562 -1.44890 0.05268
H 2.94796 -0.21312 -1.30021
H 0.44277 -1.28799 -1.70017
H 0.87184 0.34497 -1.71036
H 0.28131 -2.28820 0.62985
H -2.04015 -0.53996 -0.38733
H -1.23716 0.87019 -1.13573
H -1.81779 1.36506 1.76958
H -3.07162 1.70059 0.35388
H -1.59640 2.54746 0.54838
*
```

These are the natural (NBO) partial charges, in e, on atoms 1 to 4:
1 C -0.63
2 C -0.24
3 N -0.53
4 C 0.57

Here is a 2-piece molecular cluster, C5H10N3O overall in a non-equilibrium geometry from the Open Molecules 2025 dataset. Energies are from the ωB97M-V functional and the def2-TZVPD basis.

Results
Energy relative to the best compared isomer or geometry (same formula, charge and spin)   793.1 kJ/mol
F_max   4.1 eV/Å
HOMO-LUMO gap (spin up / spin down)   7.38 / 8.52 eV
LUMO level (spin up / spin down)   -0.2248 / -0.1933 Ha
DFT total energy   -11850.5600 eV

Structure (ORCA input):
```
! RIJCOSX wB97M-V def2-TZVPD def2/J DEFGRID3
* xyz 1 1
C 3.24459 -1.50171 0.84348
C 2.36814 -1.15533 1.70838
C 3.66694 -0.85342 -0.47370
C 1.02178 0.37251 -0.15331
C -0.31288 0.89155 0.01079
N 3.07903 -0.05599 -1.19219
N 1.81693 0.46176 -1.17057
N -2.89256 -0.25093 1.27866
O -0.77300 1.40900 -1.20450
H 3.84819 -2.41705 0.84435
H 1.78734 -1.35864 2.53162
H 4.69366 -0.93955 -0.76819
H -0.33852 1.76105 0.84083
H -1.05581 0.07484 0.43468
H 1.71552 1.05585 -1.92952
H -2.73152 0.17162 2.20438
H -2.31938 -1.14838 1.16384
H -3.89041 -0.43744 1.32180
H -1.63086 0.95755 -1.21444
*
```

These are the natural (NBO) partial charges, in e, on atoms 1 to 4:
1 C -0.38
2 C 0.13
3 C 0.13
4 C 0.42